1.
{
  "formula": "C3H5PS",
  "method": "the ωB97M-V functional and the def2-TZVPD basis",
  "elements": ["C", "C", "C", "P", "S", "H", "H", "H", "H", "H"],
  "coordinates": [[-0.47281, 0.30666, -0.56444], [0.14810, 0.80772, 0.45722], [0.80702, 1.24658, 1.52665], [-0.08155, -1.53936, -0.66717], [1.40873, -2.21357, 0.30278], [-1.01908, 0.53834, -1.50528], [0.36057, 1.45103, 2.43380], [1.81753, 1.31901, 1.47145], [-0.24121, -1.58953, -2.07205], [-1.38193, -2.07736, -0.50409]],
  "forces_ev_per_angstrom": [[0.5, -2.4, -0.4], [0.1, 1.8, 1.0], [-2.5, -1.4, -3.0], [-2.0, 1.3, -0.8], [0.4, -0.4, 0.1], [0.6, 0.9, 1.2], [-1.1, 0.2, 1.7], [2.9, 0.5, -0.3], [0.8, -0.2, -0.1], [0.3, -0.2, 0.6]],
  "lumo_ev": 0.5730,
  "multiplicity": 1,
  "e_above_lowest_ev": 1.5915,
  "smiles": "C=C=C[PH2]=S",
  "total_energy_ev": -23313.5704,
  "homo_lumo_gap_ev": 9.72
}

2.
{
  "formula": "C3H6",
  "method": "the ωB97M-V functional and the def2-TZVPD basis",
  "elements": ["C", "C", "C", "H", "H", "H", "H", "H", "H"],
  "coordinates": [[0.00425, 0.83664, -0.01732], [-0.75924, -0.45231, 0.01969], [0.75286, -0.44069, -0.01185], [-0.01077, 1.66476, 0.86444], [-0.12755, 1.44148, -0.89771], [-1.32885, -0.67487, -0.85498], [-1.25293, -0.79259, 0.90330], [1.35310, -0.57496, 0.88488], [1.37977, -0.72563, -0.84304]],
  "forces_ev_per_angstrom": [[-0.9, 3.1, 1.9], [0.6, 0.1, 0.3], [0.9, 0.4, 0.4], [0.2, -2.6, -1.6], [0.2, -0.3, -0.6], [0.0, -0.3, -0.6], [0.0, 0.0, 0.6], [-0.6, -0.4, 0.2], [-0.5, 0.0, -0.5]],
  "lumo_ev": 1.4142,
  "multiplicity": 1,
  "e_above_lowest_ev": 0.6448,
  "smiles": "C1CC1",
  "total_energy_ev": -3206.8141,
  "homo_lumo_gap_ev": 12.19
}

3.
{
  "formula": "C3H6",
  "method": "the ωB97M-V functional and the def2-TZVPD basis",
  "elements": ["C", "C", "C", "H", "H", "H", "H", "H", "H"],
  "coordinates": [[0.22609, -0.34561, -0.03979], [-1.40600, 0.19470, 0.02524], [1.45056, 0.15557, 0.04207], [-1.79820, -0.76004, 0.51870], [0.20884, -1.51898, -0.05544], [-1.32362, 1.06357, 0.71399], [-1.43507, 0.32490, -1.05371], [1.66188, 1.21681, -0.09666], [2.41552, -0.33091, -0.05439]],
  "forces_ev_per_angstrom": [[-1.6, -3.0, 0.9], [5.2, -1.9, 1.3], [0.0, 1.8, -1.1], [-0.3, 1.8, -1.1], [0.0, 2.1, 0.0], [-0.8, -0.4, -0.9], [-1.4, 0.3, 0.2], [-0.5, 0.3, 0.6], [-0.5, -1.0, 0.2]],
  "lumo_ev": 1.2194,
  "multiplicity": 1,
  "e_above_lowest_ev": 1.4565,
  "smiles": "C=CC",
  "total_energy_ev": -3206.0024,
  "homo_lumo_gap_ev": 11.03
}

4.
{
  "formula": "C3H6",
  "method": "the ωB97M-V functional and the def2-TZVPD basis",
  "elements": ["C", "C", "C", "H", "H", "H", "H", "H", "H"],
  "coordinates": [[1.40461, -0.20313, -0.03779], [0.32218, 0.54972, 0.04888], [-1.05525, -0.10286, 0.01114], [2.48264, 0.05289, -0.06405], [1.37909, -1.24307, -0.01559], [0.44415, 1.77858, -0.04454], [-1.38609, -0.27925, -1.01661], [-1.86881, 0.27161, 0.68341], [-0.77414, -1.25512, 0.29574]],
  "forces_ev_per_angstrom": [[1.7, 1.1, 0.3], [-0.1, 3.2, -0.8], [1.1, -3.1, 0.9], [-1.0, 0.9, -0.1], [-0.8, -1.9, 0.1], [-0.5, -3.4, 0.4], [-0.3, 0.7, 0.1], [0.9, -0.2, -0.7], [-1.1, 2.6, -0.2]],
  "lumo_ev": 1.3082,
  "multiplicity": 1,
  "e_above_lowest_ev": 0.8507,
  "smiles": "C=CC",
  "total_energy_ev": -3206.6082,
  "homo_lumo_gap_ev": 11.06
}

5.
{
  "formula": "C3H6B3F7NO3",
  "method": "the ωB97M-V functional and the def2-TZVPD basis",
  "elements": ["F", "C", "F", "F", "C", "F", "F", "C", "F", "F", "B", "O", "B", "O", "B", "O", "H", "H", "N", "H", "H", "H", "H"],
  "coordinates": [[0.48943, -2.43731, 0.38208], [1.45653, -1.45869, 0.15562], [1.64191, -0.70839, 1.31536], [2.66205, -2.15688, -0.06407], [1.17309, -0.60266, -1.15541], [2.36164, 0.01383, -1.59352], [0.84284, -1.53636, -2.16692], [-0.01005, 0.45359, -1.03223], [0.12746, 1.33683, 0.08817], [0.07243, 1.29606, -2.18386], [-1.51317, -0.17988, -0.96182], [-2.04743, -1.17128, -1.83603], [-2.62033, -2.27123, -1.06052], [-3.38222, -2.05284, 0.15606], [-2.72149, -0.93624, 0.80642], [-2.40499, 0.29167, 0.08190], [-2.44269, -3.39457, -1.41198], [-2.40285, -1.08912, 1.94502], [1.74380, 3.32101, 1.70741], [1.33799, 3.60531, 2.60373], [2.70741, 3.00617, 1.85348], [1.19015, 2.55434, 1.30870], [1.73850, 4.11664, 1.06242]],
  "forces_ev_per_angstrom": [[1.5, 2.5, -0.4], [2.1, -2.2, 0.8], [-0.7, -1.1, -2.3], [-2.6, 1.6, 0.5], [0.8, -0.4, -1.6], [-2.3, -0.9, 1.4], [0.4, 2.0, 2.2], [0.0, 1.4, -1.5], [0.6, -1.2, -1.3], [0.0, -1.5, 2.1], [-3.5, -0.3, -0.1], [1.3, 0.0, 3.0], [-1.3, 0.7, 0.2], [3.5, 2.2, -1.3], [-1.7, -0.2, -0.8], [2.2, -3.0, -0.4], [-0.1, 0.3, -0.1], [-0.1, 0.3, -0.1], [0.0, 0.0, 0.1], [0.0, 0.0, -0.1], [-0.1, 0.0, 0.0], [-0.1, -0.1, -0.1], [0.0, -0.1, 0.0]],
  "lumo_ev": -4.3193,
  "multiplicity": 1,
  "e_above_lowest_ev": 1.8966,
  "total_charge": 1,
  "total_energy_ev": -31890.5684,
  "homo_lumo_gap_ev": 10.06
}

6.
{
  "formula": "C3H6BF3O3",
  "method": "the ωB97M-V functional and the def2-TZVPD basis",
  "elements": ["B", "C", "C", "C", "O", "O", "O", "F", "F", "F", "H", "H", "H", "H", "H", "H"],
  "coordinates": [[2.03756, 0.15720, 0.12144], [-2.91422, -0.07871, 0.18907], [0.70670, -0.75469, 0.03363], [-0.60698, -0.03904, -0.22014], [2.29381, 0.80825, 1.26189], [2.79708, 0.16576, -0.98912], [-1.64971, -0.74401, 0.21059], [0.56689, -1.69511, 0.99188], [-0.56392, 1.21179, 0.38492], [-0.72278, 0.30335, -1.54364], [-2.90310, 0.78065, 0.86327], [-3.63113, -0.81714, 0.53635], [-3.16145, 0.24744, -0.82344], [1.07295, -1.59303, -1.33189], [3.08785, 1.34268, 1.32298], [3.59046, 0.70464, -1.00780]],
  "forces_ev_per_angstrom": [[-0.7, -0.5, -0.2], [-0.1, 0.2, 0.0], [1.5, -2.3, -4.0], [0.1, 0.7, -0.4], [0.0, 0.3, 1.0], [0.4, 0.0, -0.8], [0.0, -0.3, 0.1], [0.1, 0.1, 0.5], [0.0, -0.2, 0.2], [0.1, -0.2, 0.0], [0.0, -0.1, -0.1], [0.0, 0.1, 0.0], [0.0, -0.1, 0.1], [-1.3, 2.3, 3.6], [0.1, 0.0, -0.1], [0.0, 0.1, 0.1]],
  "lumo_ev": 0.1337,
  "multiplicity": 1,
  "e_above_lowest_ev": 0.0000,
  "total_energy_ev": -18180.2166,
  "homo_lumo_gap_ev": 10.37
}

7.
{
  "formula": "C3H6BNO2",
  "method": "the ωB97M-V functional and the def2-TZVPD basis",
  "elements": ["B", "C", "C", "C", "N", "O", "O", "H", "H", "H", "H", "H", "H"],
  "coordinates": [[0.16616, -0.11331, 0.22710], [-1.99104, 1.04178, -0.54973], [1.31949, 2.03354, 0.33740], [-0.95223, -2.39008, 0.03887], [-3.05741, 1.44200, -0.74767], [1.23400, 0.64985, 0.43243], [0.05500, -1.41927, 0.26271], [0.69852, 2.27826, -0.51786], [2.30538, 2.49858, 0.12277], [0.80396, 2.64671, 1.08300], [-0.59516, -3.38457, -0.54756], [-1.74355, -2.02418, -0.60509], [-1.23096, -2.85395, 0.91774]],
  "forces_ev_per_angstrom": [[-0.6, 0.2, -0.7], [2.3, -1.3, 1.0], [-1.1, 2.9, -1.7], [0.9, -2.2, -3.5], [0.1, 0.0, -0.1], [-0.7, -1.4, 0.7], [0.1, 0.4, -0.1], [0.1, 0.4, -0.5], [-0.3, -1.3, 0.5], [0.4, -0.8, 0.8], [0.2, 2.7, 1.0], [-0.3, 0.4, 0.5], [-1.0, -0.1, 2.2]],
  "lumo_ev": -0.1230,
  "multiplicity": 1,
  "e_above_lowest_ev": 3.9844,
  "total_energy_ev": -9467.9259,
  "homo_lumo_gap_ev": 10.38
}

8.
{
  "formula": "C3H6Br2Cl2",
  "method": "the ωB97M-V functional and the def2-TZVPD basis",
  "elements": ["Br", "C", "C", "Br", "H", "H", "H", "H", "C", "Cl", "Cl", "H", "H"],
  "coordinates": [[0.99372, 1.28793, -0.14634], [1.61511, 0.38845, 1.46259], [0.58651, -0.65141, 1.84836], [1.22103, -1.60741, 3.40064], [1.73745, 1.15119, 2.22217], [2.56555, -0.05558, 1.19150], [0.44236, -1.37566, 1.05323], [-0.36779, -0.19470, 2.08964], [-1.61896, 0.19061, -2.69516], [-2.60601, -1.19052, -2.20280], [-2.42432, 1.73691, -2.36009], [-0.71269, 0.18122, -2.10440], [-1.43197, 0.13896, -3.75934]],
  "forces_ev_per_angstrom": [[0.0, 0.2, -0.1], [-0.2, -0.2, -0.2], [0.1, 0.2, -0.3], [0.0, -0.1, 0.2], [0.1, 0.0, 0.0], [0.1, 0.0, 0.1], [0.0, -0.1, 0.0], [0.0, 0.0, 0.1], [-0.1, 0.2, 0.2], [0.0, 0.0, -0.1], [0.0, 0.0, 0.0], [0.1, -0.1, -0.1], [0.0, -0.1, 0.0]],
  "lumo_ev": 0.6190,
  "multiplicity": 1,
  "e_above_lowest_ev": 0.0000,
  "smiles": "BrCCBr.ClCCl",
  "total_energy_ev": -168338.2837,
  "homo_lumo_gap_ev": 11.18
}

9.
{
  "formula": "C3H6BrClN3",
  "method": "the ωB97M-V functional and the def2-TZVPD basis",
  "elements": ["C", "C", "C", "N", "N", "N", "Cl", "Br", "H", "H", "H", "H", "H", "H"],
  "coordinates": [[0.93318, 1.33545, 0.46795], [0.89698, -0.69843, -0.65705], [-1.83335, -0.70545, -0.05003], [1.65112, 0.41901, -0.19998], [-0.73992, 0.12468, -0.44031], [-0.35373, 1.12708, 0.40510], [1.04988, -2.12613, 0.31344], [3.52567, 0.31398, -0.00519], [1.40142, 2.15965, 0.98192], [0.91831, -0.89101, -1.72569], [-1.82688, -0.99656, 1.00296], [-2.75703, -0.17155, -0.28771], [-1.81107, -1.59633, -0.67164], [-1.05459, 1.70560, 0.86623]],
  "forces_ev_per_angstrom": [[-0.3, -0.4, -0.2], [-3.4, 1.2, 0.5], [-0.6, -0.3, 0.5], [0.6, 0.4, 0.2], [3.8, -1.4, -1.9], [0.4, 0.6, 0.9], [0.1, 0.0, -0.1], [-0.8, 0.0, -0.1], [-0.1, 0.1, 0.0], [0.1, 0.0, 0.2], [0.0, -0.1, 0.0], [0.0, -0.1, 0.1], [0.0, 0.0, 0.0], [0.2, -0.1, -0.2]],
  "lumo_ev": -4.7342,
  "multiplicity": 1,
  "e_above_lowest_ev": 0.2626,
  "total_charge": 1,
  "total_energy_ev": -90233.6945,
  "homo_lumo_gap_ev": 8.75
}

10.
{
  "formula": "C3H6BrClO",
  "method": "the ωB97M-V functional and the def2-TZVPD basis",
  "elements": ["C", "C", "C", "O", "Cl", "Br", "H", "H", "H", "H", "H", "H"],
  "coordinates": [[0.55082, 0.09709, -2.43876], [-0.99333, -0.29142, 1.19744], [0.31045, 0.08931, 0.44482], [-0.91153, 0.09097, 2.51478], [0.65603, 1.77173, 0.46461], [1.84853, -1.00187, 1.07523], [-0.28495, -0.56150, -2.58327], [0.41621, 1.08083, -2.77975], [1.52251, -0.34056, -2.39479], [-1.20496, -1.39806, 1.08066], [-1.88119, 0.26318, 0.66843], [-0.02857, 0.20031, 2.75059]],
  "forces_ev_per_angstrom": [[-0.5, -1.1, 0.3], [-0.9, -0.2, -2.8], [0.0, -0.7, 0.6], [-2.6, 0.0, 0.3], [0.0, 0.1, 0.0], [-0.9, 0.6, -0.5], [-0.2, -0.2, 0.1], [0.0, 1.2, -0.1], [0.5, -0.1, 0.1], [0.5, 1.1, 0.1], [1.6, -0.8, 1.0], [2.4, 0.2, 0.8]],
  "lumo_ev": [-0.8998, 0.0110],
  "multiplicity": 1,
  "e_above_lowest_ev": 3.4429,
  "total_energy_ev": -87816.3880,
  "homo_lumo_gap_ev": [8.15, 9.02]
}

11.
{
  "formula": "C3H6BrI",
  "method": "the ωB97M-V functional and the def2-TZVPD basis",
  "elements": ["C", "C", "C", "Br", "I", "H", "H", "H", "H", "H", "H"],
  "coordinates": [[1.32145, -1.45280, -1.90480], [-0.64494, 0.99954, 1.83765], [-1.15894, 0.41548, 0.60124], [-0.11128, -0.76842, -0.76025], [-2.38836, 1.79419, -0.40509], [1.82936, -2.33497, -1.45886], [1.87735, -0.45347, -1.90199], [0.87529, -1.63666, -2.89120], [-0.58804, 2.06941, 2.00895], [0.34789, 0.69446, 2.13341], [-1.35978, 0.67324, 2.74093]],
  "forces_ev_per_angstrom": [[1.1, 1.8, -0.6], [-0.5, 0.3, 2.9], [-1.8, 1.0, 0.8], [-0.3, -1.9, 0.2], [0.0, 0.2, 0.0], [-0.3, 0.9, -0.3], [0.3, -2.0, -0.5], [0.4, -0.1, 0.3], [-0.3, 0.5, -0.6], [0.3, -0.9, -0.1], [1.2, 0.2, -2.1]],
  "lumo_ev": [-0.9066, -0.8147],
  "multiplicity": 1,
  "e_above_lowest_ev": 5.0374,
  "total_energy_ev": -81346.5370,
  "homo_lumo_gap_ev": [6.83, 6.87]
}

12.
{
  "formula": "C3H6BrN2O",
  "method": "the ωB97M-V functional and the def2-TZVPD basis",
  "elements": ["C", "C", "C", "N", "N", "O", "Br", "H", "H", "H", "H", "H", "H"],
  "coordinates": [[0.89585, -0.73512, 0.34881], [-0.66077, -0.31795, 0.71345], [-1.19525, 0.77270, -1.22762], [1.74066, 0.32330, 0.58013], [-1.44489, -0.23554, -0.45536], [1.13062, -1.69971, -0.32996], [3.47781, 0.21159, -0.19183], [-0.88295, -1.18185, 1.33059], [-0.67787, 0.60433, 1.45211], [-1.86887, 1.01896, -2.00382], [-0.59113, 1.59218, -0.91102], [-1.72485, -1.21076, -0.74043], [1.80163, 0.85787, 1.43495]],
  "forces_ev_per_angstrom": [[-1.0, 1.3, -0.9], [3.3, 0.0, 4.2], [-2.4, -0.4, 0.8], [1.3, -0.4, -0.7], [2.0, -0.4, -1.2], [-0.5, 0.5, 0.6], [-0.8, -0.1, 0.5], [-0.9, 0.0, -0.1], [-0.3, -1.6, -2.0], [-0.2, -0.6, -1.6], [0.7, 0.2, 0.6], [-0.8, 1.7, -0.4], [-0.5, -0.1, 0.1]],
  "lumo_ev": -6.2871,
  "multiplicity": 1,
  "e_above_lowest_ev": 0.6468,
  "smiles": "C=[NH+]CC(=O)NBr",
  "total_charge": 1,
  "total_energy_ev": -78268.8334,
  "homo_lumo_gap_ev": 7.43
}